No. 1
Formula: C5H10S
Source: the Open Molecules 2025 dataset
Level of theory: wB97M-V/def2-TZVPD

Each line ends with the Löwdin charge.
Positions of all 16 atoms, in Å:
1 C 0.025 0.367 1.972  -0.17
2 C -0.322 1.526 1.067  -0.50
3 C 0.978 0.317 -0.863  -0.54
4 C -0.046 -0.195 -1.516  -0.25
5 C -0.293 -1.671 -1.716  -0.11
6 H 0.162 -0.592 1.524  0.04
7 H -0.821 0.043 2.702  0.10
8 H 0.858 0.639 2.617  0.07
9 H -0.530 2.398 1.573  0.03
10 H -1.164 1.279 0.419  0.06
11 H 1.816 -0.270 -0.592  0.06
12 H -0.770 0.571 -1.925  0.12
13 H 0.210 -2.147 -2.631  0.10
14 H -1.319 -1.884 -1.685  0.03
15 H 0.176 -2.273 -0.808  0.11
16 S 1.040 1.893 -0.137  0.84

Output
Frontier orbital gap ... 9.505 eV
DFT total energy ... -594.6384 Eh
SMILES ... C/C=C/SCC
Energy relative to the best compared isomer or geometry (same formula, charge and spin) ... 1.543 eV
Molecular weight ... 102.2 g/mol
Spin multiplicity ... 1



No. 2
Formula: C4H7NOS2
Source: the Open Molecules 2025 dataset
Level of theory: wB97M-V/def2-TZVPD

Each line ends with the Löwdin charge.
Positions of all 15 atoms, in Å:
1 C 1.864 0.588 0.627  -0.72
2 C 0.377 -1.307 0.093  -0.29
3 C -0.621 -0.785 -0.948  -0.47
4 C -1.902 1.490 -0.063  -0.62
5 H 1.998 1.340 1.427  0.08
6 H 0.365 -0.014 1.790  0.13
7 H -0.089 -2.074 0.737  0.12
8 H 1.284 -1.790 -0.401  0.12
9 H -0.880 -1.594 -1.695  0.10
10 H -0.199 0.025 -1.555  0.07
11 H -2.797 2.042 0.321  0.09
12 N 0.869 -0.259 0.954  -0.09
13 O -0.881 2.057 -0.338  -0.03
14 S 2.800 0.521 -0.723  0.60
15 S -2.188 -0.241 -0.224  0.92

Output
Frontier orbital gap ... 8.909 eV
DFT total energy ... -1082.9762 Eh
SMILES ... O=CSCCNC=S
Energy relative to the best compared isomer or geometry (same formula, charge and spin) ... 0.507 eV
Molecular weight ... 149.2 g/mol
Spin multiplicity ... 1



No. 3
Formula: C12H12O2S
Source: the Open Molecules 2025 dataset
Level of theory: wB97M-V/def2-TZVPD

Each line ends with the Löwdin charge.
Positions of all 27 atoms, in Å:
1 O 1.551 -0.604 -2.378  0.07
2 O 0.577 3.700 -3.309  -0.01
3 S -0.187 2.576 -1.076  1.06
4 C 1.286 0.488 -1.897  -0.43
5 C 0.856 2.653 -2.426  -0.60
6 C 1.480 1.564 -2.807  -0.04
7 C -0.051 -0.880 4.231  -0.05
8 C 0.332 0.507 4.215  -0.09
9 C 0.268 -1.707 3.053  -0.07
10 C 0.890 1.006 3.063  -0.06
11 C 0.812 -1.166 1.932  -0.08
12 C 1.016 0.235 1.898  -0.23
13 C -0.886 0.007 -0.466  -0.05
14 C 1.425 0.817 0.574  -0.12
15 C 0.430 0.912 -0.665  -0.55
16 H -0.284 4.127 -3.224  0.09
17 H 2.085 1.365 -3.753  0.17
18 H -0.547 -1.287 5.118  0.09
19 H 0.090 0.948 5.197  0.11
20 H 0.006 -2.766 3.053  0.10
21 H 1.409 1.986 3.081  0.12
22 H 1.090 -1.757 1.068  0.12
23 H -1.365 0.326 0.413  0.06
24 H -0.493 -0.976 -0.246  0.06
25 H -1.545 0.023 -1.336  0.09
26 H 1.699 1.877 0.711  0.11
27 H 2.344 0.314 0.266  0.13

Output
Frontier orbital gap ... 9.082 eV
DFT total energy ... -1013.0642 Eh
SMILES ... C[C@]1(Cc2ccccc2)SC(O)=CC1=O
Energy relative to the best compared isomer or geometry (same formula, charge and spin) ... 0.448 eV
Molecular weight ... 220.3 g/mol
Spin multiplicity ... 1



No. 4
Formula: C5H8LiNdO4
Source: the Open Molecules 2025 dataset
Level of theory: wB97M-V/def2-TZVPD

Each line ends with the Löwdin charge.
Positions of all 19 atoms, in Å:
1 C 2.010 -1.396 -1.830  -0.08
2 C 0.696 -0.952 -2.443  -0.34
3 O 0.013 0.035 -1.742  -0.57
4 Li -1.806 0.361 -1.796  0.82
5 H 2.590 -1.992 -2.549  0.11
6 H 2.625 -0.527 -1.550  0.07
7 H 1.826 -2.041 -0.955  0.09
8 H -0.018 -1.889 -2.500  0.17
9 O -1.576 0.616 0.206  -0.21
10 C 0.819 1.428 1.922  -0.61
11 C -2.046 0.346 1.319  -0.06
12 O 1.865 1.796 2.419  0.12
13 O -0.092 0.956 2.872  -0.02
14 C -1.451 0.751 2.623  -0.14
15 Nd 0.524 1.056 -0.132  1.94
16 H -3.150 0.291 1.365  0.18
17 H -1.763 -0.042 3.323  0.18
18 H -2.010 1.681 2.860  0.19
19 H 0.945 -0.479 -3.411  0.13

Output
Frontier orbital gap (alpha / beta) ... 7.162 / 7.016 eV
DFT total energy ... -1064.5307 Eh
Energy relative to the best compared isomer or geometry (same formula, charge and spin) ... 0.000 eV
<S²> ... 3.770
Charge ... +2
Molecular weight ... 283.3 g/mol
Spin multiplicity ... 4



No. 5
Formula: C4H7NO
Source: the Open Molecules 2025 dataset
Level of theory: wB97M-V/def2-TZVPD

Each line ends with the Löwdin charge.
Positions of all 13 atoms, in Å:
1 C 0.024 1.775 -1.064  -0.08
2 C -0.097 0.448 -0.355  -0.37
3 C 0.238 -0.813 -0.977  -0.15
4 N 1.149 -0.413 -0.212  0.12
5 C 0.673 -0.951 2.580  -0.01
6 O 1.679 -0.980 3.106  0.04
7 H 0.368 2.553 -0.373  0.07
8 H -0.941 2.091 -1.475  0.07
9 H 0.743 1.706 -1.887  0.07
10 H -0.753 0.437 0.520  0.09
11 H -1.820 -2.208 0.644  0.05
12 H 0.034 -1.652 -1.634  0.11
13 H -1.298 -1.994 1.128  0.00

Output
Frontier orbital gap ... 11.170 eV
DFT total energy ... -286.4892 Eh
Energy relative to the best compared isomer or geometry (same formula, charge and spin) ... 3.876 eV
Molecular weight ... 85.1 g/mol
Spin multiplicity ... 1



No. 6
Formula: C15H26BF2NRhS2Si2Te
Source: the Open Molecules 2025 dataset
Level of theory: wB97M-V/def2-TZVPD

Each line ends with the Löwdin charge.
Positions of all 51 atoms, in Å:
1 Rh -1.838 0.072 -1.529  0.48
2 S -3.460 -1.028 -0.071  0.63
3 C -2.370 -2.292 -0.490  -1.11
4 N -1.321 -1.963 -1.202  -0.14
5 C -0.524 -3.043 -1.550  -0.31
6 C 0.651 -3.007 -2.294  -0.02
7 C 1.327 -4.191 -2.507  -0.06
8 C 0.839 -5.398 -1.998  -0.06
9 C -0.325 -5.440 -1.256  -0.07
10 C -1.003 -4.247 -1.032  -0.44
11 S -2.477 -3.972 -0.137  1.11
12 H 1.003 -2.063 -2.694  0.11
13 H 2.245 -4.189 -3.080  0.11
14 H 1.377 -6.316 -2.192  0.11
15 H -0.706 -6.376 -0.869  0.12
16 F -2.885 1.111 -4.180  0.23
17 B -2.275 0.150 -3.535  -0.67
18 F -1.840 -0.886 -4.223  0.21
19 C -1.713 3.267 1.578  -0.17
20 Si -1.071 3.663 -0.128  0.43
21 C -0.727 5.479 -0.353  -0.17
22 C -2.307 3.024 -1.401  -0.14
23 C 0.593 2.789 -0.436  -0.55
24 Te 0.528 0.667 -0.487  1.36
25 C 0.364 0.396 1.623  -0.51
26 Si 1.944 -0.466 2.294  0.41
27 C 3.429 0.470 1.643  -0.19
28 C 1.810 -0.379 4.149  -0.17
29 C 1.874 -2.188 1.564  -0.17
30 H -2.569 3.907 1.806  0.05
31 H -0.963 3.445 2.351  0.04
32 H -2.050 2.229 1.655  0.03
33 H -1.635 6.066 -0.193  0.04
34 H -0.355 5.704 -1.355  0.04
35 H 0.019 5.821 0.368  0.04
36 H -3.323 3.373 -1.209  0.07
37 H -2.385 1.916 -1.348  -0.06
38 H -2.045 3.289 -2.425  0.06
39 H 1.317 3.059 0.336  0.02
40 H 0.998 3.095 -1.403  0.02
41 H -0.519 -0.214 1.828  0.02
42 H 0.211 1.390 2.040  0.00
43 H 3.400 1.522 1.938  0.04
44 H 3.472 0.423 0.553  0.01
45 H 4.361 0.049 2.025  0.04
46 H 1.770 0.661 4.483  0.04
47 H 2.672 -0.849 4.628  0.04
48 H 0.910 -0.884 4.507  0.04
49 H 1.673 -2.134 0.490  0.00
50 H 1.082 -2.784 2.025  0.04
51 H 2.815 -2.728 1.694  0.04

Output
Frontier orbital gap ... 6.215 eV
DFT total energy ... -2620.3683 Eh
Energy relative to the best compared isomer or geometry (same formula, charge and spin) ... 1.121 eV
Charge ... +1
Molecular weight ... 620.0 g/mol
Spin multiplicity ... 1